Record 1
The following is a quantum chemistry calculation of C44H52N12O2Sc as an isolated structure at a distorted geometry, from the Open Molecules 2025 dataset.

Structure (ORCA input):
```
! RIJCOSX wB97M-V def2-TZVPD def2/J DEFGRID3
* xyz 1 1
Sc -0.0836 -0.4138 -0.1255
C 4.6620 4.4348 0.5273
C 3.7952 3.2344 0.7399
C 4.3310 1.9517 0.6715
C 3.5398 0.8418 0.8580
C 2.1707 0.9569 1.1317
N 1.3929 -0.1783 1.3852
C 1.7981 -0.9216 2.4582
C 2.7776 -0.4414 3.3568
C 3.3492 -1.2355 4.3181
C 2.9740 -2.5709 4.4358
C 3.6462 -3.4928 5.4075
C 1.8997 -3.0071 3.6798
C 1.2540 -2.1996 2.7438
N 0.0072 -2.6153 2.2221
C -0.6083 -3.7735 2.5321
C -1.9308 -3.6710 2.1701
C -2.0392 -2.4021 1.6160
N -0.8599 -1.7692 1.6209
C 1.6318 2.2534 1.2089
C 2.4402 3.3667 1.0015
N 0.2899 2.4098 1.5961
C -0.2007 3.4177 2.3417
C -1.5143 3.1212 2.6216
C -1.7398 1.8970 1.9947
N -0.6442 1.4734 1.3687
H 5.7108 4.1542 0.5578
H 4.4769 5.1963 1.2811
H 4.4553 4.8741 -0.4466
H 5.3830 1.8223 0.4706
H 3.9724 -0.1491 0.8215
H 3.0986 0.5850 3.2686
H 4.1019 -0.8287 4.9781
H 4.6543 -3.1506 5.6294
H 3.6983 -4.5069 5.0139
H 3.0891 -3.5257 6.3445
H 1.5517 -4.0091 3.8660
H -0.1089 -4.6046 2.9790
H -2.6891 -4.4169 2.2817
H -2.9309 -1.9215 1.2610
H 2.0087 4.3552 1.0389
H 0.4011 4.2509 2.6371
H -2.2007 3.6969 3.2036
H -2.6304 1.2978 2.0017
C 1.8892 -0.0726 -4.5758
N 2.5117 -1.0203 -3.6851
C 3.8099 -1.4769 -4.1355
C 2.1185 -1.1568 -2.3808
N 1.5838 -0.1853 -1.6564
C 2.0365 1.1158 -1.9551
C 3.3932 1.2532 -2.2128
C 3.9809 2.4707 -2.5439
C 3.2199 3.6020 -2.5264
C 1.8647 3.5409 -2.1418
C 1.1705 4.7567 -1.9817
C -0.1244 4.7648 -1.5545
C -0.7924 3.5527 -1.3754
C -0.1825 2.3264 -1.5859
N -1.0143 1.1794 -1.4738
C -2.1012 1.1891 -2.2256
N -3.1740 0.3953 -1.9376
C -3.9778 -0.2043 -2.9811
C -3.5107 -0.0594 -0.6148
N -2.2774 2.0006 -3.3052
C -1.2332 2.3546 -4.2350
C -3.5588 2.5926 -3.6181
C 1.2180 2.2878 -1.8965
N 2.2904 -2.4031 -1.8770
C 2.4446 -2.6707 -0.4642
C 2.1861 -3.5686 -2.7312
H 1.9177 -0.4900 -5.5838
H 2.3943 0.8992 -4.5898
H 0.8511 0.0631 -4.2820
H 4.3893 -0.6116 -4.4722
H 3.7124 -2.1688 -4.9741
H 4.3514 -1.9525 -3.3234
H 4.0174 0.3744 -2.1389
H 5.0313 2.5075 -2.7900
H 3.6437 4.5665 -2.7646
H 1.6999 5.6765 -2.1785
H -0.6434 5.6975 -1.3911
H -1.8329 3.5724 -1.0794
H -3.4916 -0.0573 -3.9415
H -4.9935 0.2014 -3.0064
H -4.0628 -1.2802 -2.7984
H -2.7210 0.2129 0.0893
H -3.6481 -1.1461 -0.6146
H -4.4616 0.3903 -0.3005
H -0.3892 1.6896 -4.1079
H -0.9041 3.3907 -4.1173
H -1.6217 2.2235 -5.2465
H -4.2239 2.5346 -2.7603
H -4.0344 2.1221 -4.4821
H -3.3999 3.6457 -3.8581
H 2.4662 -1.7273 0.0814
H 3.3846 -3.2032 -0.2923
H 1.6250 -3.2953 -0.0919
H 3.1447 -3.8651 -3.1670
H 1.4854 -3.3633 -3.5385
H 1.8083 -4.4047 -2.1422
O -0.5172 -3.7077 -0.4383
C -0.9454 -3.2171 -1.4708
C -1.5785 -3.9899 -2.6222
C -1.5621 -2.9739 -3.7492
C -1.1385 -1.6821 -3.0555
O -1.0169 -0.6235 -3.6462
N -0.8670 -1.8846 -1.7376
H -2.5880 -4.2861 -2.3235
H -1.0181 -4.8973 -2.8473
H -2.5148 -2.8542 -4.2660
H -0.8165 -3.2065 -4.5139
*
```

## Properties
Strongest force on any atom: 0.025 hartree/bohr
Kohn-Sham gap: 7.15 eV
Energy above the lowest of the compared OMol25 structures with the same formula, charge and spin: 10.4 kcal per mole
E_tot: -89148.85628 eV

Record 2
The following is a quantum chemistry calculation of one molecule with the formula C10H20N2OS at a distorted geometry, from the Open Molecules 2025 dataset.

Structure (ORCA input):
```
! RIJCOSX wB97M-V def2-TZVPD def2/J DEFGRID3
* xyz 0 1
C -0.5292 -2.0452 0.7302
C 1.2190 -0.1355 0.6249
C -1.8204 -1.3084 0.8942
C -2.1883 -0.8473 2.3469
C -2.7295 -1.2276 -0.1159
C -1.6042 2.1599 -1.5189
C 1.7281 -2.5191 1.1938
C 0.5167 0.4918 -0.5632
C -0.1663 2.5115 -1.7203
C 0.7301 2.0098 -0.6568
N 3.4208 0.1193 -1.1403
N 0.7265 -1.5385 0.8384
O -0.6554 -3.2465 0.6570
S 3.0892 0.2710 0.5864
H 1.0621 0.4226 1.6163
H -2.9359 -0.0504 2.3391
H -1.3251 -0.5360 2.8563
H -2.6723 -1.6314 2.8677
H -3.6518 -0.6765 -0.0960
H -2.3577 -1.4931 -1.1099
H 3.8220 0.9461 -1.5244
H -2.3260 2.9654 -1.9157
H -1.6806 2.3434 -0.4104
H -2.0883 1.1783 -1.6488
H 2.4406 -2.4627 0.2946
H 2.4046 -2.3257 2.0230
H 1.2661 -3.4263 1.1754
H 0.8577 0.0830 -1.4928
H -0.5432 0.2117 -0.6860
H -0.2891 3.6282 -1.6800
H 0.1064 2.3608 -2.7194
H 1.7828 2.0922 -0.9691
H 0.5710 2.4502 0.2578
H 3.8195 -0.7750 -1.3342
*
```

## Properties
Strongest force on any atom: 0.092 hartree/bohr
Kohn-Sham gap: 9.43 eV
Energy above the lowest of the compared OMol25 structures with the same formula, charge and spin: 0.0 kcal per mole
E_tot: -26554.49573 eV

Record 3
The following is a quantum chemistry calculation of C10H13Br4N3O2Pd as an isolated structure at a distorted geometry, from the Open Molecules 2025 dataset.

Structure (ORCA input):
```
! RIJCOSX wB97M-V def2-TZVPD def2/J DEFGRID3
* xyz 2 1
Pd -0.3680 0.4344 0.1896
N -1.9803 -0.0568 -1.0204
C -3.0610 0.9438 -0.7899
C -2.3913 2.2734 -0.5541
N -1.5204 2.0673 0.6253
C -0.5716 3.1537 0.9593
C 0.3259 2.5825 2.0269
N 0.9861 1.3783 1.4467
H -1.6330 0.0196 -1.9742
H -2.3323 -1.0023 -0.9000
H -3.6133 0.6314 0.0968
H -3.7666 0.9890 -1.6185
H -3.1123 3.0802 -0.4096
H -1.7527 2.5443 -1.3957
H -2.1044 1.8765 1.4385
H -1.0740 4.0663 1.2855
H -0.0056 3.3897 0.0574
H -0.2617 2.2529 2.8843
H 1.0461 3.3175 2.3841
H 1.3708 0.7894 2.1798
H 1.7582 1.6603 0.8461
Br 2.8554 -6.0154 0.0669
C 2.3078 -4.2901 -0.2788
C 2.9341 -3.5653 -1.4535
Br 4.1967 -4.4619 -2.4498
C 2.5952 -2.2992 -1.7827
Br 3.3213 -1.3459 -3.2105
C 1.6034 -1.6123 -0.9900
O 1.2225 -0.4734 -1.1947
C 0.9597 -2.3547 0.2159
O 0.1315 -1.7320 0.8493
C 1.3750 -3.7105 0.5055
Br 0.5586 -4.5308 1.9644
*
```

## Properties
Strongest force on any atom: 0.024 hartree/bohr
Kohn-Sham gap: 6.32 eV
Energy above the lowest of the compared OMol25 structures with the same formula, charge and spin: 0.0 kcal per mole
E_tot: -302780.31394 eV

Record 4
The following is a quantum chemistry calculation of a 2-piece molecular cluster, C17H24N4O4 overall at a distorted geometry, from the Open Molecules 2025 dataset.

Structure (ORCA input):
```
! RIJCOSX wB97M-V def2-TZVPD def2/J DEFGRID3
* xyz 0 1
O -4.2679 3.3616 -5.1270
O -0.7734 3.1722 -2.3115
N 3.1186 -2.2392 5.0611
N 3.0175 -1.5711 2.3125
O 1.0240 -1.6616 6.6848
O 0.7972 -0.3284 1.2732
C -4.3050 2.1527 -4.9500
C -1.4108 2.6359 -3.2113
C 4.1413 -2.5138 4.2296
C 4.0912 -2.1774 2.8477
C -0.1679 -0.6934 4.8540
C -0.2404 -0.3534 3.5012
C 0.9636 -1.3252 5.3582
C 0.8252 -0.6408 2.6199
C 2.0427 -1.6242 4.5145
C 1.9793 -1.2829 3.1334
N -0.7533 2.4133 -4.3594
N -3.6434 1.5355 -3.9711
C -0.3397 0.3576 0.7326
C -5.1196 1.2793 -5.8757
C 5.3438 -3.1939 4.8263
C 5.2360 -2.4859 1.9203
C -1.1820 1.8163 -5.6226
C -3.0055 1.4026 -1.6442
C -2.8905 2.2387 -2.9272
H 1.8823 -2.1054 6.8299
H -0.9923 -0.4689 5.5252
H -1.1447 0.1367 3.1570
H 0.1955 2.7542 -4.3287
H -3.7287 0.5368 -3.8938
H -0.1770 0.5467 -0.3327
H -0.4867 1.3228 1.2277
H -1.2465 -0.2454 0.8387
H -4.4635 0.5754 -6.3828
H -5.8711 0.7436 -5.2990
H -5.6142 1.9116 -6.6127
H 5.5218 -4.1523 4.3303
H 5.1895 -3.3818 5.8931
H 6.2297 -2.5628 4.7124
H 5.0065 -2.1454 0.9060
H 5.4202 -3.5632 1.8877
H 6.1450 -1.9789 2.2550
H -0.3241 1.7287 -6.2911
H -1.5936 0.8204 -5.4576
H -1.9227 2.4568 -6.1047
H -2.5664 1.9485 -0.8083
H -4.0544 1.2095 -1.4169
H -2.4786 0.4561 -1.7678
H -3.4069 3.1815 -2.7364
*
```

## Properties
Strongest force on any atom: 0.042 hartree/bohr
Kohn-Sham gap: 7.55 eV
Energy above the lowest of the compared OMol25 structures with the same formula, charge and spin: 19.6 kcal per mole
E_tot: -32169.42146 eV

Record 5
The following is a quantum chemistry calculation of an isolated ion of composition F2H2O2P and charge +1 at a distorted geometry, from the Open Molecules 2025 dataset.

Structure (ORCA input):
```
! RIJCOSX wB97M-V def2-TZVPD def2/J DEFGRID3
* xyz 1 1
O 0.8812 -1.2241 -0.0862
O 0.0562 1.3614 -0.3573
F -1.5720 -0.4903 -0.5472
F -0.4029 0.0178 1.6055
P -0.2274 -0.0716 0.0665
H 1.2955 -1.6025 -0.9709
H -0.0306 2.0093 0.2896
*
```

## Properties
Strongest force on any atom: 0.071 hartree/bohr
Kohn-Sham gap: 14.77 eV
Energy above the lowest of the compared OMol25 structures with the same formula, charge and spin: 1.2 kcal per mole
E_tot: -18846.25273 eV

> Look up the E_tot of the fifth one.

-18846.25273 eV